(1)
75
Properties=species:S:1:pos:R:3 method="wB97M-V/def2-TZVPD" energy_ev=-43950.8866 homo_ev=-4.49 homo_lumo_gap_ev=2.45 charge=0
C -3.84922 -2.21640 -2.62362
C -3.46520 -3.55498 -2.47193
C -2.80024 -3.95978 -1.31612
C -2.51473 -3.03741 -0.30416
C -1.78819 -3.53470 0.92604
N -0.99460 -2.49142 1.61105
C -1.33539 -2.15506 3.01386
C -0.17869 -2.33730 3.96310
C 0.05398 -1.41219 4.98699
C 1.23406 -1.48282 5.73188
C 2.14934 -2.51585 5.49282
C 1.86982 -3.49132 4.52930
C 0.68171 -3.42599 3.79870
C -0.00921 -1.85863 0.97759
C 0.73883 -0.81226 1.54588
C 2.01767 -0.48227 1.13452
C 2.82511 0.53675 1.76324
C 4.22334 0.63332 1.50857
C 5.00358 1.59852 2.13812
C 4.41709 2.50343 3.03445
C 3.04083 2.44166 3.28248
C 2.25223 1.48352 2.65110
C -2.91398 -1.70443 -0.44626
C -3.57132 -1.29227 -1.61167
H -4.36812 -1.89926 -3.52891
H -3.68459 -4.28717 -3.25104
H -2.48162 -4.99581 -1.17660
H -2.48800 -3.94013 1.66825
H -1.10450 -4.34979 0.63100
H -1.69744 -1.11526 3.04679
H -2.16970 -2.80734 3.29806
H -0.68132 -0.62362 5.17231
H 1.43891 -0.72952 6.49530
H 3.07521 -2.56750 6.06816
H 2.57230 -4.30518 4.33700
H 0.43809 -4.19611 3.06292
H 0.22799 -2.18467 -0.04246
H 0.30354 -0.28889 2.39961
H 2.47416 -1.09120 0.34784
H 4.67468 -0.07406 0.80909
H 6.07411 1.64882 1.93386
H 5.02917 3.25593 3.53367
H 2.57369 3.15024 3.96786
H 1.17211 1.47817 2.81425
H -2.70667 -0.97877 0.34589
H -3.86742 -0.24743 -1.72685
C -1.44915 5.86344 -0.67838
C -0.04921 5.38414 -0.96714
O -0.08648 3.93932 -1.19010
C 1.09399 3.32983 -1.00355
C 1.24693 2.00845 -1.72604
C 2.57184 1.37729 -1.61577
N 0.27898 1.61490 -2.50406
C 0.25334 0.63253 -3.36295
C -0.86186 0.41318 -4.25104
C -0.78132 -0.50805 -5.32744
C -1.84482 -0.63628 -6.21443
C -3.00723 0.12792 -6.03111
C -3.10408 1.02266 -4.95396
C -2.03574 1.16913 -4.07129
O 2.01464 3.78640 -0.33667
H -1.45861 6.95374 -0.72178
H -2.18862 5.48407 -1.38665
H -1.74562 5.57450 0.33328
H 0.35043 5.83658 -1.88960
H 0.62114 5.61440 -0.12683
H 3.07481 1.82167 -0.75452
H 2.48243 0.29209 -1.47846
H 3.17736 1.57534 -2.51592
H 1.12235 -0.03732 -3.47645
H 0.13098 -1.09392 -5.45040
H -1.77374 -1.32890 -7.05592
H -3.83824 0.02697 -6.73057
H -4.01170 1.60783 -4.80263
H -2.07422 1.86453 -3.23157


(2)
81
Properties=species:S:1:pos:R:3 method="wB97M-V/def2-TZVPD" energy_ev=-69303.3638 homo_ev=-11.32 homo_lumo_gap_ev=8.21 charge=+1
C 3.04389 3.64476 -0.15318
Si 2.23479 2.22241 -1.24021
C 2.52918 2.75669 -3.07905
C 3.13712 0.56212 -0.84063
C 0.32990 1.98437 -0.82115
C 0.00372 0.47946 -0.24219
N -0.17250 -0.57076 -1.35908
C -1.40365 -0.08055 -2.14789
C -0.96597 1.31688 -2.88318
N -0.54874 2.43477 -1.96263
P -1.87752 3.49964 -1.46735
O -3.27233 3.40653 -2.50163
O -2.40991 3.23643 0.16808
H 3.79195 4.26573 -0.84235
H 3.69285 3.16157 0.70617
H 2.15020 4.29938 0.25196
H 3.52050 2.20694 -3.44126
H 1.65984 2.43093 -3.81654
H 2.78088 3.91819 -3.16169
H 2.77909 -0.31075 -1.56678
H 2.91728 0.30724 0.29390
H 4.29569 0.73833 -1.03818
H 0.14598 2.72821 0.09408
H -1.06493 0.54665 0.28221
H 0.74152 0.11537 0.60265
H -0.29772 -1.53804 -0.98480
H 0.64849 -0.51175 -2.01773
H -2.36455 -0.01855 -1.48341
H -1.61014 -0.94667 -2.94053
H -1.81047 1.58277 -3.65192
H -0.00716 1.05476 -3.54434
H -4.11797 3.39810 -1.93038
H -3.13540 2.54559 0.15419
C -5.70353 5.07820 2.19798
C -4.52545 4.33907 2.09403
C -4.37526 3.15833 2.82312
C -5.40205 2.72119 3.66874
C -6.56985 3.47309 3.79135
C -6.72586 4.64857 3.04529
C -7.63891 3.04774 4.71778
O -8.66655 3.70577 4.82342
C -7.44797 1.82357 5.52092
C -8.42827 1.44022 6.44553
C -8.26173 0.27660 7.19958
C -7.12355 -0.51041 7.02633
C -6.14277 -0.12794 6.11001
C -6.30117 1.04685 5.36294
C -5.24165 1.46173 4.42239
O -4.23887 0.77306 4.27289
H -5.82436 5.99355 1.62278
H -3.72355 4.68066 1.44329
H -3.45487 2.58375 2.73298
H -7.64039 5.23358 3.12554
H -9.32137 2.04738 6.58458
H -9.02171 -0.01642 7.92072
H -6.99695 -1.42071 7.60834
H -5.25456 -0.74479 5.98370
C 3.38009 -7.09951 -1.26295
C 2.64314 -5.92665 -1.10072
C 3.16691 -4.70736 -1.53346
C 4.43753 -4.65873 -2.11967
C 5.18441 -5.82782 -2.25944
C 4.64968 -7.05312 -1.84061
C 6.54576 -5.78126 -2.83094
O 7.20111 -6.80828 -2.95733
C 7.10882 -4.47890 -3.23946
C 8.41984 -4.41245 -3.72901
C 8.95546 -3.18667 -4.13011
C 8.18257 -2.02843 -4.05263
C 6.87821 -2.09081 -3.56010
C 6.34395 -3.31736 -3.14359
C 4.97603 -3.36719 -2.59071
O 4.29772 -2.34896 -2.51793
H 2.96814 -8.05108 -0.93411
H 1.65890 -5.96109 -0.63892
H 2.58372 -3.79653 -1.40829
H 5.22140 -7.97190 -1.95898
H 9.02888 -5.31258 -3.79573
H 9.97546 -3.13652 -4.50503
H 8.59704 -1.07461 -4.37178
H 6.28248 -1.18162 -3.49795


(3)
78
Properties=species:S:1:pos:R:3 method="wB97M-V/def2-TZVPD" energy_ev=-49592.6357 homo_ev="-16.27 / -16.72" homo_lumo_gap_ev="6.63 / 6.16" multiplicity=4 charge=+3
Re 0.17254 0.40184 0.27079
C 2.15785 -1.99366 -3.84980
C 0.67750 -3.31816 -2.96022
C 0.08493 -3.21313 -1.59000
C 0.25858 -2.32340 -0.58427
N 1.09624 -1.20190 -0.48227
C 1.90369 -0.89559 -2.77731
C -0.57592 -2.40084 0.62979
C -1.22105 -3.50725 1.16456
C -1.75402 -3.41172 2.43779
C -1.54719 -2.26007 3.19821
C -0.90958 -1.18699 2.61640
N -0.55859 -1.23799 1.31223
C -0.38894 0.00440 3.31393
C -0.64906 0.29811 4.64200
C -0.04477 1.40572 5.21453
C 0.79674 2.18840 4.43734
C 1.00332 1.83592 3.11675
N 0.43568 0.75951 2.55624
H 2.83963 -1.75424 -4.65853
H 0.17607 -4.12712 -3.48409
H -0.65713 -3.97511 -1.38816
H 2.27928 0.07306 -3.12581
H -1.25723 -4.44309 0.62679
H -2.25732 -4.26252 2.87707
H -1.83665 -2.23754 4.23860
H -1.31005 -0.32589 5.22592
H -0.22610 1.65233 6.25216
H 1.29327 3.05697 4.84662
H 1.66155 2.41068 2.48185
C -2.17174 2.24323 1.84620
O -1.20217 2.11661 0.77950
C -0.90206 3.39010 0.17279
C -0.14296 3.09197 -1.09224
O 0.95151 2.18981 -0.75513
C 2.17297 2.94603 -0.47279
C 3.27645 1.99884 -0.09126
O 2.70719 1.08375 0.82775
C 3.67176 0.30125 1.54692
H -3.05813 2.73534 1.44875
H -2.44385 1.24502 2.17189
H -1.73991 2.81708 2.66739
H -1.83222 3.91393 -0.05582
H -0.32231 3.99149 0.87945
H -0.75703 2.57653 -1.82552
H 0.25796 4.00181 -1.53736
H 2.42737 3.50600 -1.37254
H 1.95353 3.64090 0.34013
H 3.69026 1.47733 -0.96078
H 4.08883 2.57356 0.36437
H 4.35895 -0.19146 0.85592
H 4.24136 0.94110 2.22276
H 3.12121 -0.44492 2.11417
C 3.09619 -3.42077 -1.96628
C 3.12970 -2.40545 -1.11791
C 2.30003 -1.16034 -1.31344
C 0.43465 -0.94243 -3.09875
C 0.60776 -2.02934 -4.02392
C 2.22557 -3.35627 -3.17475
C -0.76194 -0.33877 -2.67868
C -1.08101 0.14942 -1.43125
C -2.51111 0.51116 -1.27286
C -3.27074 -0.01175 -0.21900
C -4.62647 0.26196 -0.12278
C -5.23414 1.09377 -1.05297
C -4.49015 1.62860 -2.09791
C -3.14624 1.32107 -2.22183
H 3.69658 -4.30484 -1.79558
H 3.74931 -2.43210 -0.23064
H 2.87999 -0.32052 -0.95413
H -0.00760 -2.21977 -4.89595
H 2.45884 -4.14682 -3.88463
H -1.57248 -0.47879 -3.39022
H -2.81463 -0.67471 0.50082
H -5.21276 -0.17798 0.67288
H -6.28996 1.31468 -0.97421
H -4.96551 2.26830 -2.82872
H -2.58414 1.71562 -3.06099


(4)
80
Properties=species:S:1:pos:R:3 method="wB97M-V/def2-TZVPD" energy_ev=-79654.2510 homo_ev="-6.97 / -6.87" homo_lumo_gap_ev="6.77 / 5.02" multiplicity=3 charge=0
Pd 1.97197 -1.41589 0.73056
C -2.08633 3.30819 -2.76475
C -1.75871 3.72927 -1.54007
C -2.72044 4.06162 -0.43270
C -4.06962 3.30160 -0.42075
C -3.99805 1.80355 -0.52129
C -3.98185 1.08617 -1.65148
C -4.04055 1.62499 -3.04867
C -3.47570 3.04783 -3.28111
C 2.48866 -4.17138 1.62963
H -1.30122 3.20819 -3.52770
H -0.71115 3.97377 -1.31910
H -2.96383 5.13889 -0.45958
H -2.21472 3.89466 0.53129
H -4.54537 3.53130 0.54501
H -4.73035 3.72806 -1.18352
H -4.06247 1.28552 0.44467
H -4.04946 -0.00550 -1.59954
H -5.08760 1.63321 -3.39942
H -3.51135 0.92506 -3.71284
H -3.44043 3.18823 -4.37213
H -4.19371 3.78770 -2.90936
H 2.48591 -5.05118 0.96052
H 1.47087 -4.00478 1.99045
H 3.16998 -4.31051 2.47874
P 1.68672 0.66890 0.23228
P -0.24782 -1.51882 0.87711
C -0.05456 1.06343 0.28576
C -0.92201 0.12944 0.74374
C 2.49991 1.88666 1.29330
C 1.99321 3.17957 1.52722
C 2.76566 4.07991 2.26593
C 4.00192 3.67034 2.78769
C 4.47577 2.36896 2.58739
C 3.71114 1.46092 1.85695
C 2.28238 0.97631 -1.46780
C 1.93483 0.02840 -2.43966
C 2.36080 0.20969 -3.75286
C 3.08610 1.35659 -4.09411
C 3.42770 2.30832 -3.12311
C 3.04251 2.11362 -1.79470
C -0.93746 -2.24151 2.39409
C -0.38024 -1.80067 3.60090
C -0.88499 -2.29496 4.80046
C -1.95976 -3.18862 4.79114
C -2.51979 -3.61803 3.58274
C -2.00552 -3.15561 2.37095
C -0.95446 -2.48853 -0.47685
C -0.26468 -3.64261 -0.86854
C -0.83974 -4.48339 -1.81716
C -2.05209 -4.13015 -2.41617
C -2.70198 -2.93616 -2.07281
C -2.13928 -2.09313 -1.11627
H -0.28773 2.06802 -0.07986
H -1.97968 0.29567 0.98416
H 1.02798 3.49196 1.12102
H 2.40460 5.09696 2.44085
H 4.59172 4.36772 3.38201
H 5.43431 2.04650 2.99362
H 4.05574 0.43519 1.70081
H 1.32921 -0.83888 -2.17097
H 2.10884 -0.53656 -4.50308
H 3.39197 1.51103 -5.12853
H 3.98646 3.20485 -3.39662
H 3.29844 2.85490 -1.03309
H 0.43295 -1.07242 3.58904
H -0.44675 -1.97107 5.73887
H -2.36055 -3.56174 5.73342
H -3.35647 -4.31469 3.57975
H -2.43441 -3.48336 1.42112
H 0.71272 -3.87213 -0.43532
H -0.33024 -5.40713 -2.08366
H -2.47716 -4.77592 -3.18174
H -3.63639 -2.65484 -2.55804
H -2.61137 -1.14193 -0.86369
O 5.22639 -4.74506 1.30990
Cl 5.53539 -3.51388 2.07336
O 4.64062 -3.34578 3.25902
O 5.57906 -2.28132 1.25388
O 3.11560 -3.06357 1.12932


(5)
82
Properties=species:S:1:pos:R:3 method="wB97M-V/def2-TZVPD" energy_ev=-80848.4053 homo_ev="-13.08 / -14.48" homo_lumo_gap_ev="5.64 / 5.85" multiplicity=5 charge=+2
Os -0.57931 0.95335 -1.75855
C -2.00820 1.38990 -3.00342
C -1.74523 -0.07178 -2.99599
C -1.02397 -0.72496 -4.15535
C 0.38188 -0.11004 -4.34567
C 0.86467 0.63116 -3.11589
C 0.63426 2.04858 -2.86148
C -0.10511 2.87339 -3.84843
C -1.52668 2.30683 -4.11883
C 1.83172 -0.33069 2.63420
H -2.98246 1.67476 -2.57646
H -2.54176 -0.72480 -2.60855
H -1.59313 -0.67464 -5.09144
H -0.88240 -1.79750 -3.94106
H 1.07720 -0.94626 -4.49668
H 0.47173 0.52492 -5.23794
H 1.84742 0.31168 -2.72989
H 1.46471 2.57954 -2.39089
H 0.41946 2.98123 -4.80983
H -0.21925 3.88186 -3.41947
H -2.21538 3.16787 -4.14187
H -1.64206 1.81679 -5.09151
H 1.03217 0.40516 2.75148
H 2.64732 -0.08632 3.32865
H 1.43169 -1.32581 2.89585
P -1.51605 -0.64615 1.18342
P 2.46146 -0.34658 0.94304
C -0.25602 -0.69309 -0.13439
C 1.15647 -0.79197 -0.21146
C -2.19539 -2.33465 1.49070
C -2.76048 -3.13968 0.45559
C -3.54557 -4.28173 0.69067
C -3.80756 -4.64530 2.01262
C -3.19547 -3.94508 3.05976
C -2.37600 -2.84167 2.79574
C -2.89481 0.24073 0.46007
C -2.61257 1.59156 0.20668
C -3.66955 2.49548 0.18443
C -4.96715 1.97011 0.11112
C -5.21810 0.59839 0.08514
C -4.17716 -0.28439 0.29135
C 3.92285 -1.41424 1.02520
C 3.69523 -2.74427 1.44377
C 4.75083 -3.49857 1.94847
C 6.05432 -2.99662 1.94107
C 6.30789 -1.74800 1.36928
C 5.25051 -0.94635 0.92158
C 2.95918 1.32066 0.36725
C 2.29385 2.45929 0.84787
C 2.71207 3.71887 0.41160
C 3.75803 3.84329 -0.50959
C 4.34858 2.70037 -1.04245
C 3.91275 1.43857 -0.64941
H -0.76055 -1.34137 -0.88552
H 1.52571 -1.23668 -1.14874
H -2.63008 -2.84121 -0.58570
H -3.96871 -4.87135 -0.14251
H -4.47043 -5.48248 2.21958
H -3.37430 -4.25191 4.09580
H -1.88514 -2.32590 3.62379
H -1.55615 1.91722 0.07668
H -3.44705 3.56742 0.24018
H -5.80276 2.66998 0.06614
H -6.22016 0.19171 -0.06042
H -4.35327 -1.35233 0.27284
H 2.67460 -3.14138 1.40996
H 4.53727 -4.48316 2.35219
H 6.86693 -3.58648 2.36614
H 7.33085 -1.37796 1.29863
H 5.46839 0.04891 0.52645
H 1.48334 2.32853 1.57440
H 2.21542 4.60006 0.83399
H 4.07536 4.84143 -0.80984
H 5.14151 2.76313 -1.76615
H 4.31005 0.53722 -1.11959
F -2.66907 2.73268 3.58426
Te -1.80184 1.08705 4.17515
F -2.70901 1.16502 5.82866
F -0.84904 -0.47581 4.80251
F -0.28375 2.15365 4.83771
F -3.29010 -0.02504 3.54699
O -0.98946 0.35587 2.21635


(6)
83
Properties=species:S:1:pos:R:3 method="wB97M-V/def2-TZVPD" energy_ev=-131758.2195 homo_ev=-12.72 homo_lumo_gap_ev=7.94 charge=+2
Zn -0.07482 0.29888 -0.20672
C -0.30663 -5.28826 5.25504
S 1.28916 -5.23474 4.40618
C 0.81826 -5.74574 2.72448
C 0.92248 -4.61428 1.70054
C -0.06732 -3.50189 2.00632
N 0.07611 -2.24821 1.20645
P 0.30910 -0.73749 1.97556
C -0.68264 -0.81068 3.48033
C -0.19547 -0.36896 4.70992
C -1.01507 -0.40881 5.83350
C -2.31316 -0.88624 5.73376
C -2.80681 -1.32137 4.50746
C -1.99786 -1.27607 3.38444
C 2.01871 -0.61949 2.56048
C 2.69466 0.59221 2.40149
C 3.96365 0.76864 2.94712
C 4.56889 -0.27476 3.63619
C 3.90763 -1.49230 3.78398
C 2.63339 -1.66380 3.26070
P -0.54995 -2.07558 -0.38023
C -2.02371 -3.10242 -0.45456
C -3.23924 -2.53684 -0.06236
C -4.38801 -3.31188 -0.01054
C -4.32646 -4.65532 -0.35956
C -3.12391 -5.21979 -0.76731
C -1.97110 -4.44702 -0.82022
C 0.62016 -2.78568 -1.55935
C 0.19569 -2.93325 -2.88205
C 1.08385 -3.37072 -3.85278
C 2.40211 -3.65454 -3.51131
C 2.83088 -3.49105 -2.20088
C 1.94306 -3.05055 -1.22807
H -0.10691 -5.11347 6.31162
H -0.75812 -6.27306 5.14733
H -0.98736 -4.51773 4.88997
H -0.20028 -6.13956 2.75875
H 1.47586 -6.56596 2.44500
H 0.73193 -5.02014 0.70242
H 1.94495 -4.22348 1.70196
H 0.03216 -3.23482 3.05556
H -1.08451 -3.87918 1.87792
H 0.81687 0.00357 4.80281
H -0.63312 -0.06767 6.78863
H -2.94559 -0.91938 6.61255
H -3.82068 -1.69689 4.43109
H -2.38082 -1.63312 2.43437
H 2.22221 1.41160 1.87004
H 4.47250 1.71950 2.84002
H 5.55308 -0.13734 4.07012
H 4.37075 -2.30148 4.33692
H 2.11483 -2.60310 3.43469
H -3.29166 -1.48206 0.19083
H -5.33084 -2.86962 0.28711
H -5.22312 -5.26188 -0.32666
H -3.08410 -6.26380 -1.05153
H -1.03815 -4.89045 -1.14870
H -0.83336 -2.72094 -3.15514
H 0.74894 -3.49509 -4.87473
H 3.09473 -4.00151 -4.26982
H 3.85700 -3.71631 -1.93465
H 2.27625 -2.91492 -0.20669
N 4.75698 -1.48468 0.13330
C 4.97580 -0.76445 -0.97220
N 6.16778 -0.81864 -1.56680
N 4.05328 -0.00175 -1.52246
C 2.83390 0.18977 -1.21155
N 1.71560 0.43957 -0.99490
H 5.49964 -2.00050 0.57292
H 3.93066 -1.30783 0.68357
H 6.92762 -1.36943 -1.20787
H 6.30478 -0.29407 -2.41377
I -0.12479 5.99774 -1.48513
C -1.16841 4.22218 -1.28821
C -2.53430 4.15242 -1.51770
C -3.18218 2.93266 -1.37870
C -2.45247 1.82552 -1.00944
N -1.13012 1.89518 -0.78344
C -0.49700 3.07203 -0.92447
H -3.08763 5.03742 -1.80418
H -4.24548 2.84228 -1.55700
H -2.91937 0.85516 -0.89549
H 0.57186 3.07838 -0.75120